{"formula": "C2H4OS2", "method": "ωB97M-V with the def2-TZVPD basis set", "species": ["C", "C", "O", "S", "S", "H", "H", "H", "H"], "positions_angstrom": [[1.102, -0.200, -0.259], [-1.575, -0.272, 0.219], [3.177, 1.235, -0.240], [2.583, 0.020, 0.390], [-0.101, -1.350, 0.302], [0.630, 0.632, -1.087], [-2.411, -0.574, 0.829], [-2.043, -0.159, -0.721], [-1.362, 0.666, 0.569]], "charge": 0, "e_lumo_ev": [-0.3968, -0.3968], "de_lowest_kj_mol": 188.2, "molar_mass_g_mol": 108.19}

{"formula": "C3H11N2", "method": "ωB97M-V with the def2-TZVPD basis set", "species": ["C", "C", "C", "N", "N", "H", "H", "H", "H", "H", "H", "H", "H", "H", "H", "H"], "positions_angstrom": [[-0.974, -1.680, -0.351], [-1.889, 0.547, -0.029], [0.303, 0.005, 0.731], [2.622, 1.114, -0.109], [-0.779, -0.348, 0.153], [-1.745, -2.184, 0.236], [-1.315, -1.648, -1.386], [-0.057, -2.261, -0.293], [-2.065, 0.705, -1.097], [-2.794, 0.111, 0.395], [-1.697, 1.509, 0.444], [0.430, 0.998, 1.130], [1.119, -0.689, 0.845], [2.604, 2.124, 0.003], [3.420, 0.770, 0.413], [2.818, 0.930, -1.088]], "charge": 1, "e_lumo_ev": -4.1702, "de_lowest_kj_mol": 84.9, "molar_mass_g_mol": 75.13}